[1]
The following is a quantum chemistry calculation of a cluster of 2 separate species, C4H10N3 in total at a distorted geometry, from the OMol25 dataset.

Properties
Charge: +1
HOMO level: -0.468 Ha
Orbital gap: 8.1 eV
ΔE to the lowest compared entry with this formula, charge and spin: 2.699 eV

The geometry in XYZ format:
```
17
Properties=species:S:1:pos:R:3:forces:R:3:mulliken_charge:R:1
C -0.499 -0.837 -1.383 1.1 -0.2 -0.2 0.298
C -0.685 2.346 1.483 -0.8 -0.6 -2.9 -1.048
C 0.125 -3.216 -1.818 1.0 -2.7 -0.2 -0.674
C 0.123 1.150 1.616 2.5 1.8 -1.6 0.353
N 0.009 -1.847 -1.701 -0.3 0.2 -0.3 -0.127
N -0.569 0.307 -0.953 -0.9 1.9 1.1 -0.506
N 1.334 1.295 1.130 -0.2 -2.5 0.8 -0.245
H -0.844 2.647 2.446 -0.2 1.7 2.7 0.367
H -1.746 2.072 1.205 1.2 0.3 -0.3 0.315
H -0.068 -3.790 -0.915 -0.5 0.4 0.5 0.313
H 1.174 -3.528 -2.025 -0.6 0.6 -0.3 0.249
H -0.151 0.315 2.220 -0.1 -0.9 -0.3 0.364
H -0.151 3.057 0.765 -1.4 -0.7 1.3 0.335
H -1.226 1.020 -1.241 -0.1 -0.5 -0.3 0.220
H 1.729 2.160 0.815 -0.5 0.6 -0.5 0.231
H -0.518 -3.656 -2.584 0.1 0.3 -0.1 0.296
H 1.963 0.506 0.942 -0.4 0.2 0.7 0.260
```
Forces are in eV/Å.

***

[2]
The following is a quantum chemistry calculation of a cluster of 2 separate species, C4H5BrSi in total at a distorted geometry, from the OMol25 dataset.

Properties
HOMO level (alpha / beta): -0.327 / -0.264 Ha
Orbital gap (alpha / beta): 7.8 / 3.6 eV
ΔE to the lowest compared entry with this formula, charge and spin: 4.484 eV

The geometry in XYZ format:
```
11
Properties=species:S:1:pos:R:3:forces:R:3:mulliken_charge:R:1
C 0.929 0.739 0.682 -0.6 -0.6 1.3 -0.211
C 0.114 -0.511 0.905 0.5 1.6 -0.9 -0.255
C 1.100 1.138 -0.639 -1.5 -3.1 1.9 -0.569
C -0.425 -1.170 -0.140 0.2 -0.2 -1.8 -0.540
Si 0.215 -0.199 -1.682 0.8 1.2 1.2 0.121
Br -4.220 -0.054 1.313 0.1 0.0 0.0 -0.005
H 1.256 1.182 1.747 -0.3 -0.5 -3.0 0.221
H -0.066 -0.802 1.906 -0.2 -0.4 0.9 0.393
H 1.804 1.877 -0.803 1.0 1.6 -0.9 0.481
H -1.020 -2.099 -0.038 0.5 0.9 -0.2 0.401
H 0.314 -0.102 -3.251 -0.4 -0.5 1.6 -0.038
```
Forces are in eV/Å.

***

[3]
The following is a quantum chemistry calculation of a cluster of 2 separate species, C5H10N in total at a distorted geometry, from the OMol25 dataset.

Properties
Charge: +1
HOMO level (alpha / beta): -0.454 / -0.523 Ha
Orbital gap (alpha / beta): 6.7 / 10.7 eV
ΔE to the lowest compared entry with this formula, charge and spin: 6.709 eV

The geometry in XYZ format:
```
16
Properties=species:S:1:pos:R:3:forces:R:3:mulliken_charge:R:1
C -1.760 -0.811 0.193 2.0 0.9 -1.5 -0.840
C -0.498 -0.977 -0.746 -0.1 -3.8 -1.6 -0.429
C -1.132 0.431 0.740 -1.5 0.0 2.1 -0.057
C 0.005 0.226 -0.103 2.3 0.5 -1.0 0.083
C 3.173 0.074 0.311 -1.3 -0.7 -1.7 -0.849
N -0.899 1.374 -0.356 2.1 4.2 2.5 -0.243
H -2.668 -0.735 -0.296 -1.9 0.3 -0.9 0.342
H -1.816 -1.438 0.985 -0.1 -2.5 2.1 0.342
H 0.125 -1.949 -0.664 -1.0 1.7 0.7 0.292
H -0.709 -1.039 -1.833 0.1 0.9 0.5 0.316
H -1.238 0.739 1.786 0.1 0.4 -0.6 0.400
H 2.956 -0.629 -0.531 0.6 1.0 0.7 0.294
H 2.959 -0.302 1.271 0.0 -0.3 1.1 0.345
H 3.466 1.097 0.172 0.2 0.1 -0.2 0.345
H -1.533 1.698 -1.079 -0.2 -0.8 -0.4 0.285
H -0.432 2.239 0.150 -1.2 -1.9 -1.8 0.376
```
Forces are in eV/Å.

***

[4]
The following is a quantum chemistry calculation of a cluster of 21 separate species, H42O21 in total at a distorted geometry, from the OMol25 dataset.

Properties
HOMO level: -0.400 Ha
Orbital gap: 10.5 eV
ΔE to the lowest compared entry with this formula, charge and spin: 6.224 eV

The geometry in XYZ format:
```
63
Properties=species:S:1:pos:R:3:forces:R:3:mulliken_charge:R:1
O 1.165 -3.387 0.504 0.3 0.0 -0.2 -0.842
H 1.393 -2.459 0.688 -0.1 0.1 -0.2 0.354
H 0.482 -3.330 -0.172 0.1 0.3 -0.2 0.340
O -0.335 -0.444 -1.723 0.0 -0.4 0.1 -0.325
H 0.213 0.132 -1.195 0.1 0.3 0.4 0.007
H -0.195 -0.111 -2.611 -0.2 0.3 -0.3 0.329
O -0.814 -3.331 -3.380 -1.0 -0.9 1.7 -0.573
H -0.944 -2.898 -4.206 -0.9 0.5 -0.8 0.264
H -1.645 -3.568 -2.928 0.3 0.4 -0.9 0.279
O 3.017 2.235 -0.952 0.1 -1.0 1.1 -0.655
H 2.094 2.570 -0.891 0.6 0.5 -0.6 0.411
H 3.557 2.509 -1.684 -0.4 0.5 -0.6 0.239
O -2.973 0.184 -2.455 -0.5 -0.1 -0.4 -0.657
H -2.705 0.456 -1.578 0.2 0.0 0.2 0.360
H -2.611 -0.705 -2.538 0.1 0.2 0.1 0.230
O 3.243 -1.841 -2.181 -0.2 -0.1 0.1 -0.709
H 2.679 -2.474 -2.690 0.4 0.5 0.1 0.447
H 3.246 -2.206 -1.288 0.1 0.0 -0.1 0.302
O 3.785 -2.453 1.809 -0.1 0.2 -0.3 -0.642
H 3.508 -1.874 1.083 0.3 -0.4 0.4 0.221
H 3.268 -3.250 1.658 0.0 -0.2 0.1 0.371
O -2.693 0.992 1.199 0.1 -0.2 0.0 -0.661
H -2.141 0.508 0.579 0.0 -0.3 -0.3 0.183
H -2.244 0.745 2.020 0.0 0.0 0.2 0.291
O -1.870 3.413 0.266 -1.4 -0.5 -0.8 -0.647
H -2.207 2.535 0.557 0.9 0.1 0.9 0.367
H -2.647 3.543 -0.321 0.6 0.8 -0.3 0.367
O 1.581 -3.501 -3.360 1.8 -0.3 0.1 -0.659
H 0.956 -3.613 -2.652 -0.5 0.0 0.0 0.369
H 1.085 -3.591 -4.163 -0.2 -0.2 -0.3 0.280
O 0.813 1.784 1.262 1.3 -1.5 0.2 -0.255
H 1.217 0.896 1.124 -0.4 0.4 -0.7 -0.040
H 1.473 2.118 1.891 -0.4 0.5 0.0 0.367
O -0.507 0.207 3.342 -0.6 -2.5 0.4 -0.586
H 0.196 0.390 2.725 -0.3 1.4 0.2 0.175
H -1.045 0.847 3.798 0.7 1.2 -0.2 0.376
O -3.123 0.171 4.350 0.1 0.1 1.9 -0.602
H -3.453 0.842 3.767 0.0 -0.1 -0.9 0.314
H -2.518 -0.481 3.985 -0.7 0.7 -0.8 0.201
O 4.177 0.452 0.750 0.5 0.4 -0.2 -0.653
H 5.069 0.182 0.502 -0.1 -0.1 0.2 0.318
H 3.903 1.095 0.055 -0.1 0.1 0.3 0.381
O 1.988 -0.731 0.157 -0.6 0.1 0.8 -0.340
H 2.798 -0.407 0.623 -0.1 0.3 -0.6 0.377
H 2.076 -0.462 -0.767 0.4 -0.3 -0.1 0.271
O -3.956 2.979 -1.796 0.5 0.1 0.0 -0.655
H -3.333 2.482 -2.350 -0.1 0.1 0.0 0.336
H -4.620 2.336 -1.549 -0.3 -0.2 0.0 0.313
O -0.390 3.690 2.460 -0.3 0.8 0.6 -0.595
H -1.222 4.120 2.225 -0.2 -0.2 0.2 0.327
H 0.130 3.968 1.707 0.4 -0.2 -0.2 0.286
O -0.492 2.435 -3.224 -0.3 -0.5 0.3 -0.550
H -0.319 2.551 -4.155 0.3 0.3 -0.2 0.272
H 0.150 2.928 -2.695 0.0 0.2 -0.2 0.331
O -2.499 -2.134 2.895 -0.2 -0.2 -0.2 -0.547
H -2.471 -3.098 2.852 0.1 0.0 -0.2 0.252
H -1.894 -1.916 3.604 0.6 -0.4 0.0 0.357
O 0.722 3.653 -0.998 -0.3 -0.6 0.1 -0.747
H -0.008 3.366 -0.406 -0.2 0.0 -0.3 0.292
H 0.922 4.541 -0.724 0.2 0.6 0.0 0.304
O -0.994 -4.469 1.538 1.3 -0.3 -0.8 -0.636
H -0.832 -5.353 1.188 -0.7 -0.4 0.3 0.299
H -0.092 -4.117 1.269 -1.1 0.3 1.0 0.419
```
Forces are in eV/Å.

***

[5]
The following is a quantum chemistry calculation of a structure of composition C28H31Cl3MgO8S2Sb2 at a distorted geometry, from the OMol25 dataset.

Properties
Charge: -2
HOMO level: -0.100 Ha
Orbital gap: 6.9 eV
ΔE to the lowest compared entry with this formula, charge and spin: 1.239 eV

The geometry in XYZ format:
```
75
Properties=species:S:1:pos:R:3:forces:R:3:mulliken_charge:R:1
Mg -1.250 -0.278 -0.345 0.9 -0.5 0.2 1.133
Cl -2.665 -2.313 6.299 -0.1 -0.1 0.1 -0.301
C -1.983 -1.690 4.807 0.0 0.0 0.1 0.382
C -0.614 -1.544 4.703 0.0 0.0 -0.1 -0.851
C -0.078 -1.044 3.529 -0.3 0.0 -0.2 0.651
Cl 1.645 -0.918 3.400 0.2 0.1 0.1 -0.290
C -0.878 -0.674 2.412 0.3 0.2 -0.2 -0.763
O -0.370 -0.193 1.315 0.1 -0.2 1.7 1.513
C -2.281 -0.869 2.578 0.1 0.0 0.0 0.820
C -3.175 -0.580 1.401 -0.3 0.0 0.0 -0.237
O -2.792 -1.114 0.249 -0.7 -0.8 0.4 -0.726
C -2.817 -1.365 3.754 0.0 0.1 -0.1 -1.191
H 0.032 -1.828 5.523 0.0 0.0 0.0 0.438
H -4.227 -0.783 1.654 0.1 0.0 0.0 0.426
H -3.889 -1.501 3.840 0.0 0.0 0.0 0.376
C 2.840 -0.797 -2.086 -0.2 -0.1 0.2 -1.414
Sb 2.678 -0.278 0.019 0.9 -0.2 -0.6 0.330
C 4.250 -1.697 0.587 -0.2 0.1 0.1 -1.365
C 4.247 1.287 -0.436 -0.2 -0.1 0.1 -1.804
C 4.341 2.292 0.646 0.1 0.2 0.1 0.954
C 5.160 2.048 1.752 0.0 0.0 0.0 -0.629
C 5.231 2.925 2.824 0.0 0.0 0.0 -0.673
C 4.469 4.084 2.805 0.0 0.0 0.0 -0.644
C 3.655 4.344 1.712 0.0 0.0 0.0 -0.583
C 3.573 3.478 0.620 0.1 0.0 0.1 1.194
C 2.695 3.826 -0.535 0.0 -0.3 -0.2 -2.181
Sb 0.889 2.523 -0.834 0.3 1.2 0.2 0.565
C 0.269 2.975 1.166 0.0 -0.1 0.0 -1.248
C -0.185 4.229 -1.649 0.0 -0.3 -0.1 -1.268
H 3.846 -0.596 -2.460 0.0 0.0 0.1 0.522
H 2.111 -0.194 -2.626 0.0 0.0 -0.1 0.268
H 2.593 -1.851 -2.211 0.0 0.0 0.0 0.373
H 5.092 -1.649 -0.106 -0.1 0.0 0.0 0.386
H 3.818 -2.698 0.583 0.0 0.0 0.0 0.336
H 4.597 -1.463 1.596 0.0 0.0 0.0 0.349
H 3.946 1.724 -1.388 0.1 0.0 0.0 0.487
H 5.183 0.740 -0.565 0.0 0.0 0.0 0.686
H 5.753 1.138 1.760 0.0 0.0 0.0 0.346
H 5.872 2.700 3.669 0.0 0.0 0.0 0.364
H 4.513 4.784 3.632 0.0 0.0 0.0 0.373
H 3.075 5.262 1.692 0.0 0.0 0.0 0.285
H 3.246 3.775 -1.481 0.0 0.0 0.0 0.574
H 2.318 4.845 -0.425 -0.1 0.0 0.0 0.542
H 0.586 3.992 1.403 0.0 0.0 0.0 0.550
H 0.712 2.273 1.870 0.0 0.0 0.0 0.196
H -0.815 2.900 1.219 0.0 0.0 0.1 0.388
H 0.033 5.120 -1.059 0.0 0.0 0.0 0.361
H -1.249 4.006 -1.596 0.0 0.0 0.0 0.306
H 0.099 4.400 -2.689 0.0 0.0 0.0 0.360
O -4.061 0.761 -1.362 0.2 -0.1 -0.2 -0.580
S -3.102 1.641 -0.746 -1.3 1.2 -0.6 1.092
O -1.684 1.320 -1.164 -0.8 0.9 -0.4 -0.865
O -3.359 3.053 -0.943 0.3 0.0 0.2 -0.785
S -3.205 1.390 1.306 0.0 0.1 0.1 -0.372
C -4.158 -4.968 -2.361 0.0 0.1 0.1 -1.366
C -3.853 -3.571 -2.831 -0.2 -0.1 0.0 1.500
C -4.837 -2.797 -3.433 0.0 0.1 0.0 -1.020
C -4.546 -1.521 -3.882 0.1 -0.1 0.0 0.596
Cl -5.819 -0.557 -4.577 -0.1 0.1 -0.1 -0.306
C -3.268 -1.005 -3.787 0.0 -0.1 0.0 -0.887
C -2.285 -1.777 -3.188 0.1 0.0 -0.1 -0.286
C -2.577 -3.034 -2.677 0.0 0.0 0.0 -0.154
O -1.612 -3.845 -2.129 0.3 0.2 -0.1 -0.637
C -1.113 -3.590 -0.806 -0.2 0.1 0.2 -0.639
C 0.020 -2.560 -0.639 0.7 -0.4 -0.3 0.430
O 0.975 -2.889 0.067 -0.2 0.1 -0.2 -0.737
O -0.101 -1.428 -1.234 0.5 -1.0 -0.5 -0.495
H -5.145 -5.277 -2.708 0.0 0.0 0.0 0.428
H -4.142 -5.016 -1.270 0.0 -0.1 0.0 0.250
H -3.413 -5.672 -2.733 0.0 0.0 0.0 0.307
H -5.842 -3.184 -3.550 0.0 0.0 0.0 0.318
H -3.041 -0.017 -4.159 0.0 0.0 0.1 0.320
H -1.273 -1.409 -3.109 0.0 0.0 0.0 0.658
H -0.737 -4.550 -0.464 0.0 0.0 0.0 0.401
H -1.922 -3.250 -0.151 -0.1 0.0 0.0 0.165
```
Forces are in eV/Å.

***

[6]
The following is a quantum chemistry calculation of an isolated molecule of C2H5OP at a distorted geometry, from the OMol25 dataset.

Properties
HOMO level: -0.317 Ha
SMILES: O[C@@H]1CP1
Orbital gap: 9.6 eV
ΔE to the lowest compared entry with this formula, charge and spin: 1.873 eV

The geometry in XYZ format:
```
9
Properties=species:S:1:pos:R:3:forces:R:3:mulliken_charge:R:1
O 0.287 1.596 0.071 -1.0 2.7 3.7 -0.504
C 0.413 0.428 -0.517 1.7 -2.3 -1.3 -0.072
C -0.330 -0.813 -0.101 2.8 2.4 1.2 -0.778
P 1.626 -0.810 0.282 -1.2 -1.0 -0.7 0.052
H 0.270 1.410 1.058 -0.1 0.8 -1.7 0.389
H 0.794 0.680 -1.569 -1.2 -1.3 1.2 0.372
H -0.830 -0.847 0.858 -0.2 0.4 -0.2 0.263
H -0.751 -1.351 -0.841 -1.1 -2.1 -2.3 0.311
H 1.215 -0.577 1.620 0.3 0.5 0.0 -0.032
```
Forces are in eV/Å.